{"formula": "C3H25NO9", "method": "ωB97M-V with the def2-TZVPD basis set", "species": ["C", "N", "C", "C", "O", "H", "H", "H", "H", "H", "H", "H", "H", "H", "H", "H", "O", "H", "H", "O", "H", "H", "O", "H", "H", "O", "H", "H", "O", "H", "H", "O", "H", "H", "O", "H", "H", "O"], "coordinates": [[1.319, 0.518, -2.644], [2.099, -0.323, -1.708], [2.770, 0.393, -0.631], [2.597, -0.484, 0.632], [1.211, -0.528, 1.037], [1.959, 1.317, -3.030], [0.412, 0.942, -2.229], [1.018, -0.177, -3.429], [2.773, -0.821, -2.273], [3.835, 0.631, -0.710], [2.239, 1.306, -0.370], [3.026, -1.464, 0.405], [3.039, -0.203, 1.596], [0.799, -1.195, 0.471], [0.923, 1.184, 1.517], [-0.257, 1.159, 2.539], [0.577, 1.653, 2.319], [-0.097, -2.750, 1.150], [-0.160, -2.035, 2.462], [-0.430, -2.871, 2.035], [-0.290, 2.413, 0.704], [0.341, 3.578, -0.110], [-0.230, 2.784, -0.170], [-0.428, -1.759, -1.036], [0.991, -2.023, -1.172], [0.247, -2.382, -0.651], [-1.894, 1.926, -0.320], [-3.175, 2.732, -0.322], [-2.879, 1.824, -0.202], [-2.803, -2.275, 1.349], [-2.697, -0.710, 1.259], [-3.058, -1.537, 0.833], [-2.439, 0.583, 2.899], [-2.554, 1.151, 1.458], [-2.024, 0.606, 2.073], [-2.394, -1.204, -1.131], [-2.445, -0.702, -2.605], [-1.920, -1.256, -1.993]], "lowdin_charge": [-0.095, -0.131, -0.201, -0.208, -0.127, 0.078, 0.062, 0.082, 0.112, 0.118, 0.100, 0.118, 0.124, 0.013, 0.006, 0.025, -0.109, -0.030, 0.041, -0.057, -0.012, 0.084, -0.058, 0.041, 0.040, -0.075, 0.033, 0.062, -0.062, 0.007, 0.001, -0.065, 0.054, 0.040, -0.029, 0.025, 0.068, -0.076], "smiles": "CNCCO.O.O.O.O.O.O.O.O", "e_tot_ev": -23434.480, "e_above_lowest_kj_mol": 20.49, "homo_lumo_gap_ha": 0.3615}

---

{"formula": "C3H25O10Y", "method": "ωB97M-V with the def2-TZVPD basis set", "species": ["Y", "C", "C", "C", "O", "H", "H", "H", "H", "H", "H", "H", "O", "H", "H", "O", "H", "H", "O", "H", "H", "O", "H", "H", "O", "H", "H", "O", "H", "H", "O", "H", "H", "O", "H", "H", "O", "H", "H"], "coordinates": [[-18.121, 4.218, -16.966], [-15.774, 3.202, -13.320], [-15.370, 2.943, -14.823], [-15.370, 1.400, -15.137], [-16.189, 3.714, -15.702], [-15.173, 2.735, -12.540], [-16.736, 2.784, -13.024], [-15.989, 4.258, -13.157], [-14.378, 3.381, -14.933], [-15.021, 1.092, -16.123], [-16.354, 0.984, -14.923], [-14.720, 0.882, -14.431], [-17.211, 2.409, -18.237], [-17.183, 1.469, -18.059], [-16.882, 2.494, -19.132], [-14.451, 6.465, -12.137], [-13.698, 5.992, -11.782], [-14.300, 7.377, -11.890], [-12.761, 1.783, -12.362], [-12.049, 1.512, -12.942], [-12.949, 2.686, -12.618], [-16.871, 7.434, -13.711], [-16.047, 6.952, -13.766], [-17.203, 7.245, -12.833], [-16.183, 2.792, -10.138], [-16.505, 2.880, -11.035], [-15.757, 3.629, -9.952], [-11.838, 2.483, -16.666], [-12.332, 2.377, -17.479], [-12.502, 2.674, -16.004], [-18.869, 4.512, -14.669], [-19.689, 4.415, -14.185], [-18.258, 4.884, -14.034], [-14.757, -0.406, -12.196], [-14.976, -0.452, -11.265], [-14.218, 0.381, -12.277], [-14.443, 6.265, -15.057], [-14.475, 5.959, -14.151], [-14.608, 5.480, -15.580]], "lowdin_charge": [1.545, -0.062, -0.491, -0.038, -0.444, 0.051, 0.071, 0.058, 0.095, 0.066, 0.080, 0.055, -0.134, 0.089, 0.085, -0.037, 0.057, 0.068, -0.027, 0.061, 0.030, -0.048, -0.033, 0.032, -0.036, -0.016, 0.035, -0.038, 0.031, -0.002, -0.137, 0.088, 0.053, -0.058, 0.038, -0.031, -0.043, -0.021, 0.006], "charge": 1, "e_tot_ev": -25027.603, "spin_multiplicity": 2, "homo_lumo_gap_ha": [0.2403, 0.2997]}

---

{"formula": "C3H28NO12", "method": "ωB97M-V with the def2-TZVPD basis set", "species": ["O", "C", "C", "N", "C", "O", "H", "H", "H", "H", "H", "H", "H", "H", "H", "H", "O", "H", "H", "O", "H", "H", "O", "H", "H", "O", "H", "H", "O", "H", "H", "O", "H", "H", "O", "H", "H", "O", "H", "H", "O", "H", "H", "O"], "coordinates": [[-0.198, 1.977, -2.139], [0.073, 0.769, -1.600], [-0.503, 0.660, -0.195], [0.425, 1.188, 0.841], [-0.019, 0.740, 2.214], [0.694, -0.069, -2.211], [0.060, 2.039, -3.112], [-0.779, -0.390, 0.009], [-1.479, 1.255, -0.141], [1.412, 0.863, 0.657], [0.502, 2.233, 0.790], [0.674, 1.140, 2.972], [-0.066, -0.339, 2.251], [-1.058, 1.129, 2.422], [-2.132, -1.789, 1.708], [-3.161, -0.597, 1.619], [-3.038, -1.558, 1.522], [1.320, -3.084, -1.807], [1.083, -1.605, -1.568], [1.387, -2.428, -1.169], [0.430, -2.389, 0.268], [0.013, -3.143, 1.571], [-0.169, -2.380, 1.006], [3.223, 0.305, -0.822], [2.862, 1.621, -1.691], [2.659, 1.151, -0.855], [-0.167, 3.354, -1.013], [-0.165, 4.678, -0.116], [0.098, 3.756, -0.147], [4.501, -1.779, -0.558], [2.907, -1.861, -0.667], [3.692, -1.273, -0.426], [-3.848, 1.370, 2.288], [-3.802, 1.298, 0.741], [-3.270, 1.113, 1.486], [-2.273, -0.121, -3.049], [-2.286, -0.968, -1.664], [-2.024, -0.082, -2.102], [-1.603, -2.678, -0.635], [-2.991, -2.204, -0.150], [-2.464, -2.433, -0.953], [3.174, -0.471, 1.014], [3.480, 0.827, 1.769], [2.824, 0.176, 1.640]], "lowdin_charge": [0.076, -0.516, -0.067, 0.009, -0.001, 0.079, 0.192, 0.110, 0.148, 0.108, 0.135, 0.105, 0.068, 0.099, 0.009, -0.001, -0.051, 0.066, 0.026, 0.000, -0.019, 0.089, -0.049, 0.042, 0.085, -0.091, 0.038, 0.065, -0.050, 0.095, 0.059, -0.067, 0.139, 0.046, -0.054, 0.090, 0.038, -0.088, 0.014, 0.044, -0.045, 0.004, 0.050, -0.031], "charge": 1, "e_tot_ev": -29621.444, "e_above_lowest_kj_mol": 0.00, "homo_lumo_gap_ha": 0.4130}

---

{"formula": "C3H28O13", "method": "ωB97M-V with the def2-TZVPD basis set", "species": ["O", "C", "O", "C", "C", "H", "H", "H", "H", "H", "H", "H", "H", "O", "H", "H", "O", "H", "H", "O", "H", "H", "O", "H", "H", "O", "H", "H", "O", "H", "H", "O", "H", "H", "O", "H", "H", "O", "H", "H", "O", "H", "H", "O"], "coordinates": [[-0.555, -0.890, 1.839], [-0.685, -0.894, 0.619], [-1.330, -1.926, 0.046], [-0.415, 0.179, -0.334], [1.052, 0.138, -0.782], [-1.618, -2.593, 0.702], [-0.775, 1.196, -0.090], [-1.085, 0.199, -1.249], [1.412, -0.825, -1.184], [1.864, 0.416, -0.123], [1.173, 0.705, -1.729], [-0.258, 3.176, -3.405], [-1.240, 2.725, -4.544], [-0.318, 2.913, -4.323], [2.916, -1.755, -4.658], [1.970, -0.385, -4.941], [2.324, -1.062, -4.376], [0.230, -2.423, 2.966], [1.675, -2.864, 3.521], [0.833, -3.149, 3.171], [-2.136, -2.888, 3.349], [-2.026, -1.664, 2.602], [-2.587, -2.466, 2.600], [-2.750, 2.297, 0.976], [-2.952, 3.698, 0.336], [-3.267, 2.788, 0.330], [0.074, 3.408, -0.241], [-0.202, 3.021, 1.217], [0.051, 3.763, 0.647], [-2.343, 1.660, 2.833], [-1.432, 0.678, 2.232], [-1.616, 1.643, 2.182], [0.721, -3.573, 1.062], [2.315, -3.878, 0.765], [1.395, -4.017, 0.551], [1.501, 0.507, 3.828], [0.864, -0.865, 3.986], [1.633, -0.358, 4.232], [0.035, -3.587, -4.314], [-0.261, -2.403, -3.430], [-0.410, -2.741, -4.315], [1.875, 3.874, -0.109], [2.306, 4.549, -1.395], [2.041, 3.676, -1.051]], "lowdin_charge": [0.000, -0.473, 0.141, -0.140, -0.063, 0.120, 0.095, 0.155, 0.082, 0.078, 0.084, 0.013, 0.041, -0.057, 0.032, 0.032, -0.054, -0.010, 0.049, -0.041, 0.057, 0.008, -0.049, -0.039, 0.033, -0.069, 0.013, 0.019, -0.057, 0.090, 0.032, -0.062, -0.014, 0.033, -0.057, 0.042, -0.013, -0.040, 0.029, 0.018, -0.055, 0.025, 0.056, -0.083], "smiles": "CCC(=O)O.O.O.O.O.O.O.O.O.O.O.O", "e_tot_ev": -30182.392, "e_above_lowest_kj_mol": 0.00, "homo_lumo_gap_ha": 0.3974}

---

{"formula": "C3H29NO13S", "method": "ωB97M-V with the def2-TZVPD basis set", "species": ["C", "C", "S", "N", "C", "O", "O", "H", "H", "H", "H", "H", "H", "H", "H", "H", "O", "H", "H", "O", "H", "H", "O", "H", "H", "O", "H", "H", "O", "H", "H", "O", "H", "H", "O", "H", "H", "O", "H", "H", "O", "H", "H", "O", "H", "H", "O"], "coordinates": [[3.183, -0.391, 0.029], [3.017, -1.227, 1.282], [3.583, -0.323, 2.773], [2.035, 0.436, -0.341], [0.950, 0.689, 0.409], [-0.099, 1.061, -0.357], [0.841, 0.528, 1.614], [3.464, -1.053, -0.802], [4.099, 0.211, 0.005], [1.964, -1.474, 1.231], [3.521, -2.189, 1.306], [2.434, 0.202, 3.198], [1.997, 0.631, -1.332], [-2.385, -2.389, -0.507], [-3.125, -1.782, 2.777], [-2.515, 0.017, 1.444], [-3.538, -1.336, 2.027], [1.481, -0.949, -2.889], [0.512, 0.166, -3.282], [1.454, -0.031, -3.185], [1.528, 3.253, -3.154], [1.750, 1.861, -2.598], [2.232, 2.630, -2.932], [0.170, -1.964, 2.892], [-0.706, -1.451, 1.818], [-0.745, -1.685, 2.752], [-3.314, 0.827, -1.616], [-3.807, 0.013, -0.405], [-3.598, -0.047, -1.341], [0.205, 4.587, -0.174], [-0.508, 3.400, -0.852], [-0.314, 4.333, -0.943], [-1.329, -1.273, -0.668], [-3.711, -2.033, 1.388], [-1.520, -2.100, -0.207], [-0.091, 1.934, 2.803], [-1.273, 2.594, 3.554], [-0.957, 2.347, 2.672], [-1.411, 0.045, -2.884], [-1.960, -1.341, -2.885], [-1.193, -0.838, -3.204], [-1.848, 1.359, 1.613], [-0.975, 0.987, 0.131], [-2.341, 0.831, 0.931], [1.526, -3.499, -0.398], [0.186, -2.856, -0.921], [1.129, -2.709, -0.771]], "lowdin_charge": [-0.250, -0.537, 0.725, 0.111, -0.580, 0.062, -0.002, 0.115, 0.110, 0.041, 0.066, -0.171, 0.084, 0.056, 0.057, 0.018, -0.036, 0.051, 0.023, -0.052, 0.036, -0.029, -0.057, 0.043, -0.006, -0.056, 0.046, 0.020, -0.046, 0.041, -0.002, -0.051, 0.024, 0.051, -0.041, 0.043, 0.076, -0.037, 0.034, 0.047, -0.045, 0.029, 0.050, -0.083, 0.050, 0.013, -0.043], "smiles": "O=C(O)NCCS.O.O.O.O.O.O.O.O.O.O.O", "e_tot_ev": -42525.919, "e_above_lowest_kj_mol": 0.00, "homo_lumo_gap_ha": 0.3182}

---

{"formula": "C3H29O12", "method": "ωB97M-V with the def2-TZVPD basis set", "species": ["C", "C", "C", "O", "H", "H", "H", "H", "H", "H", "H", "O", "H", "H", "O", "H", "H", "O", "H", "H", "O", "H", "H", "O", "H", "H", "O", "H", "H", "O", "H", "H", "O", "H", "H", "O", "H", "H", "O", "H", "H", "O", "H", "H"], "coordinates": [[0.278, 1.669, -0.530], [-0.387, 1.200, 0.665], [-1.899, 0.946, 0.364], [0.324, 0.106, 1.084], [1.219, 2.107, -0.192], [-0.357, 2.380, -1.023], [0.358, 0.956, -1.368], [-0.227, 1.906, 1.504], [-1.966, 0.172, -0.291], [-2.542, 1.749, 0.100], [-2.391, 0.672, 1.293], [-1.564, 0.430, 3.714], [-1.606, 1.047, 2.994], [-1.856, -0.387, 3.362], [2.734, -0.580, -0.492], [2.495, -0.574, -1.391], [2.015, -0.085, -0.074], [-3.259, -2.004, 1.118], [-2.369, -2.317, 1.309], [-3.174, -1.058, 0.933], [2.812, 2.705, -2.407], [2.172, 2.932, -3.088], [2.659, 1.781, -2.140], [1.826, -0.218, -3.247], [2.472, -0.503, -3.871], [1.091, -0.687, -3.435], [-0.663, -2.123, 2.784], [-0.175, -1.431, 2.451], [-0.291, -2.395, 3.604], [2.902, -1.152, 3.143], [3.120, -1.967, 2.678], [2.817, -0.503, 2.421], [0.096, -1.849, -0.949], [-0.353, -1.596, -1.735], [-0.052, -1.110, -0.408], [2.631, 1.329, 1.749], [2.832, 1.724, 2.632], [1.665, 1.388, 1.778], [-3.511, -1.449, -1.749], [-3.140, -2.108, -1.177], [-2.882, -1.016, -2.296], [-1.303, -0.358, -3.126], [-1.651, -0.118, -3.980], [-0.892, 0.388, -2.700]], "lowdin_charge": [-0.103, -0.631, -0.035, -0.284, 0.083, 0.072, 0.058, 0.122, 0.016, 0.070, 0.050, -0.038, -0.009, -0.016, -0.057, -0.054, -0.022, -0.062, 0.017, 0.001, -0.070, 0.025, 0.007, 0.018, 0.057, -0.034, -0.015, -0.042, 0.035, -0.085, 0.029, -0.008, -0.013, -0.029, -0.047, -0.077, 0.073, 0.005, -0.053, 0.008, -0.042, -0.025, 0.069, 0.033], "charge": -1, "e_tot_ev": -28152.408, "e_above_lowest_kj_mol": 128.31, "homo_lumo_gap_ha": 0.2463}

---

{"formula": "C3H2AgFO2", "method": "ωB97M-V with the def2-TZVPD basis set", "species": ["C", "O", "C", "C", "O", "Ag", "H", "H", "F"], "coordinates": [[0.660, -0.116, -0.536], [-1.052, 1.088, 0.019], [-0.580, -0.030, 0.768], [-0.029, 0.964, -0.928], [-0.676, 0.013, 1.968], [-1.249, -2.093, 2.950], [1.655, -0.257, -0.080], [-0.187, 1.388, -1.919], [1.457, -0.957, -2.242]], "lowdin_charge": [0.008, -0.055, -0.368, -0.191, -0.121, 0.122, 0.091, 0.110, -0.596], "charge": -1, "e_tot_ev": -13950.403, "spin_multiplicity": 2, "e_above_lowest_kj_mol": 256.60, "homo_lumo_gap_ha": [0.2593, 0.2335]}

---

{"formula": "C3H2AlFO2", "method": "ωB97M-V with the def2-TZVPD basis set", "species": ["O", "C", "O", "C", "C", "H", "H", "F", "Al"], "coordinates": [[-0.943, 1.373, 0.008], [0.226, 0.986, 0.331], [1.333, 1.555, 0.052], [-1.192, -0.688, -0.033], [0.116, -0.471, 0.422], [-1.378, -0.671, -1.108], [-1.892, -1.254, 0.583], [1.257, -1.094, -0.156], [2.472, 0.263, -0.097]], "lowdin_charge": [0.286, -0.402, 0.114, 0.406, -0.012, 0.178, 0.179, 0.125, 1.125], "charge": 2, "e_tot_ev": -16526.958, "e_above_lowest_kj_mol": 274.19, "homo_lumo_gap_ha": [0.3233, 0.2600]}

---

{"formula": "C3H2AuFLiO2", "method": "ωB97M-V with the def2-TZVPD basis set", "species": ["O", "C", "O", "Li", "Au", "C", "C", "H", "H", "F"], "coordinates": [[-0.214, -0.567, -0.099], [-1.004, 0.219, 0.594], [-2.153, 0.325, 0.056], [-2.068, -1.056, -1.350], [-2.000, 1.527, 1.472], [1.231, -0.474, 0.184], [1.908, 0.620, -0.516], [1.728, -1.412, -0.111], [1.365, -0.303, 1.265], [1.206, 1.121, -1.496]], "lowdin_charge": [0.012, -0.407, -0.133, 0.911, 1.425, 0.010, 0.477, 0.216, 0.196, 0.292], "charge": 3, "e_tot_ev": -13809.790, "spin_multiplicity": 3, "homo_lumo_gap_ha": [0.2749, 0.3219]}

---

{"formula": "C3H2BeO4", "method": "ωB97M-V with the def2-TZVPD basis set", "species": ["O", "C", "O", "O", "C", "C", "O", "Be", "H", "H"], "coordinates": [[1.724, 0.777, 0.243], [2.484, -0.094, -0.021], [3.296, -0.748, -0.519], [-0.954, 1.745, -0.182], [-1.839, 0.843, -0.373], [-1.350, -0.559, 0.000], [-0.095, -0.665, 0.600], [0.292, 0.818, 0.545], [-1.408, -1.144, -0.944], [-2.151, -0.974, 0.651]], "lowdin_charge": [0.211, -0.190, 0.329, -0.115, -0.160, -0.347, -0.220, 0.274, 0.111, 0.106], "e_tot_ev": -11733.859, "homo_lumo_gap_ha": 0.2155}